(1)
Formula: C7H15NO
Source: the Open Molecules 2025 dataset
Level of theory: wB97M-V/def2-TZVPD

Computed properties:
Gap between HOMO and LUMO, eV: 9.69
F_max, eV/Å: 4.8
SMILES: [H]/N=C(\C)[C@H](C)C[C@H](C)O
Highest occupied orbital energy, eV: -9.221
Calculated total energy, eV: -11037.384
ΔE to the lowest compared entry with this formula, charge and spin, kJ/mol: 317.50

```
24
Properties=species:S:1:pos:R:3:forces:R:3
H -2.165736 1.843581 -2.031659 -0.2143 -0.3317 -0.0189
N -1.676248 1.702049 -1.145122 -0.1797 0.1229 0.0890
C -0.843953 0.751169 -1.174882 3.0659 1.9548 0.8654
C -0.480508 -0.060946 -2.389636 0.0426 -0.6268 0.0676
C 0.488248 1.050561 0.133225 -2.6370 -0.2217 -2.3280
C 1.676959 1.497681 -0.687725 -0.0238 -0.0934 0.0620
C 0.730389 -0.077380 1.041664 -1.8606 -1.6675 1.2148
C -0.647815 -0.886065 1.545430 2.8704 1.6612 0.4373
C -0.172167 -2.120158 2.302577 -0.5247 0.1287 -0.2493
O -1.442051 -1.216841 0.499490 -0.7444 2.3692 -3.4554
H -1.355385 -0.612137 -2.744909 0.0132 0.1455 -0.0775
H -0.092682 0.567687 -3.196088 -0.1325 0.0496 0.1389
H 0.275250 -0.813427 -2.154645 -0.0162 0.0928 0.0374
H -0.019662 1.883183 0.612513 0.0534 0.0643 0.0777
H 2.421620 1.947741 -0.024543 -0.0041 0.0066 -0.0844
H 1.387818 2.227531 -1.442347 0.0579 0.0978 0.0259
H 2.150674 0.648613 -1.184810 -0.0051 0.0131 -0.0099
H 1.371778 -0.832766 0.590559 0.2234 -0.0346 0.0222
H 1.138903 0.274044 1.992255 0.3732 -0.0096 -0.1468
H -1.138734 -0.176809 2.230155 -0.0985 -0.1142 0.0587
H 0.508269 -1.848303 3.108977 -0.0021 0.0282 -0.0019
H -1.034433 -2.637854 2.723141 0.0372 -0.0737 0.0770
H 0.326958 -2.801727 1.614308 0.0695 -0.0141 -0.0058
H -1.407492 -0.309427 -0.217929 -0.3637 -3.5477 3.2041
```
Forces are in eV/Å.

Atom charges from the Löwdin analysis, given in e for atoms 1 to 5: 0.07, 0.13, -0.40, -0.05, -0.25

---

(2)
Formula: C7H15NO
Source: the Open Molecules 2025 dataset
Level of theory: wB97M-V/def2-TZVPD

Computed properties:
Gap between HOMO and LUMO, eV: 10.55
F_max, eV/Å: 5.9
SMILES: C1CCCC1.CC(N)=O
Highest occupied orbital energy, eV: -9.917
Calculated total energy, eV: -11038.148
ΔE to the lowest compared entry with this formula, charge and spin, kJ/mol: 243.76

```
24
Properties=species:S:1:pos:R:3:forces:R:3
C -1.713272 -0.610725 -0.485856 0.6359 -0.2251 -1.3596
C -1.375902 0.177245 -1.852745 -0.4705 -0.0074 0.9441
C -1.248524 1.625141 -1.363539 -1.3601 0.7628 0.9823
C -0.677593 1.397340 0.048912 0.4923 3.5829 1.2439
C -1.585590 0.342123 0.660029 -0.5934 0.8588 1.2137
H -2.662983 -1.077107 -0.583292 -0.8528 -0.5070 0.1939
H -0.972522 -1.355022 -0.238715 0.2689 -0.6981 -0.8443
H -2.148804 0.114214 -2.638064 0.3102 -0.3860 0.4362
H -0.442404 -0.216345 -2.195709 0.5167 -0.0914 -0.5024
H -2.358828 1.971436 -1.229009 1.9681 -0.0671 -0.3243
H -0.655079 2.412376 -1.913303 -0.7256 -1.1697 0.1632
H -0.628481 2.396938 0.676118 -0.3754 -1.7466 -1.0793
H 0.397529 1.145993 -0.058188 -0.9273 -0.3711 0.1853
H -2.616253 0.721839 0.907912 1.1448 0.1937 0.0090
H -1.142526 -0.091750 1.618725 -1.2063 0.5081 -1.2614
C 1.335142 -0.966645 1.511800 -3.1291 -1.9397 1.6373
C 2.071988 -0.756128 0.311862 2.2623 0.0214 -0.6600
N 3.463778 -0.768298 0.622284 4.0082 -4.2552 0.4971
O 1.562332 -0.521359 -0.741515 0.5143 -0.0985 -1.4458
H 0.265567 -0.559700 1.441497 2.3097 -0.7103 0.3481
H 1.925102 -0.614595 2.331918 -0.2675 0.3465 0.8398
H 1.264887 -2.111364 1.618445 -0.0557 1.5153 0.0215
H 4.300824 -1.309626 -0.020023 -3.6729 2.4197 1.4429
H 3.641611 -1.345983 1.570454 -0.7948 2.0641 -2.6814
```
Forces are in eV/Å.

Atom charges from the Löwdin analysis, given in e for atoms 1 to 5: -0.18, -0.17, -0.21, -0.25, -0.25

---

(3)
Formula: C7H15NO
Source: the Open Molecules 2025 dataset
Level of theory: wB97M-V/def2-TZVPD

Computed properties:
Gap between HOMO and LUMO, eV: 9.83
F_max, eV/Å: 2.1
Highest occupied orbital energy, eV: -8.958
Calculated total energy, eV: -11035.589
ΔE to the lowest compared entry with this formula, charge and spin, kJ/mol: 490.68

```
24
Properties=species:S:1:pos:R:3:forces:R:3
C 1.637874 -0.510816 0.400556 1.2736 -1.5393 -0.4308
C 1.825637 0.246148 -0.898743 -0.3396 0.1175 0.0460
C 2.481405 0.010385 1.543513 -0.4275 0.0659 0.1848
C -0.696843 0.505539 2.081042 -0.5298 -0.0056 0.3172
O 1.237031 -1.679318 0.406002 0.3833 1.0818 0.0890
N -0.229635 0.411984 0.924214 -0.4703 0.3578 -0.5560
H -0.885860 0.086718 0.191958 0.3411 -0.0197 0.7217
H 1.707850 1.318227 -0.741817 0.0555 -0.0204 -0.0545
H 2.834560 0.053552 -1.273681 -0.0425 -0.0489 0.0610
H 3.530795 -0.147279 1.295549 0.0470 -0.0121 -0.0707
H 2.314767 1.073855 1.692132 0.0763 0.1309 0.0377
H 2.259071 -0.535400 2.457125 -0.0212 -0.0354 0.0244
H 1.105742 -0.097734 -1.638280 -0.0094 -0.0169 -0.0385
H -0.055888 0.851570 2.883613 0.1609 0.0058 0.1589
H -1.725000 0.254323 2.352175 -0.0143 0.0216 -0.0598
C -2.283504 -0.768205 -1.654532 -0.2673 0.4439 -0.1506
C -2.221203 0.508711 -1.384320 -0.7216 -0.3625 -0.8260
C -2.300701 1.799829 -1.261829 0.3291 0.1885 0.4169
H -0.246936 -2.601706 -0.483029 -1.6846 -0.7663 -1.0575
H -0.905218 -2.882809 -0.878132 1.5373 0.4985 0.9634
H -2.949907 -1.428889 -1.119048 0.0564 -0.0122 0.2074
H -1.755495 -1.195427 -2.494908 0.2591 0.0180 0.0805
H -1.654191 2.343451 -0.586490 0.1101 0.0174 0.0354
H -3.024350 2.383291 -1.813071 -0.1018 -0.1083 -0.0998
```
Forces are in eV/Å.

Atom charges from the Löwdin analysis, given in e for atoms 1 to 5: -0.59, -0.04, -0.04, -0.05, -0.07

---

(4)
Formula: C7H15NO
Source: the Open Molecules 2025 dataset
Level of theory: wB97M-V/def2-TZVPD

Computed properties:
Gap between HOMO and LUMO, eV: 8.38
F_max, eV/Å: 5.6
Highest occupied orbital energy, eV: -7.551
Calculated total energy, eV: -11036.491
ΔE to the lowest compared entry with this formula, charge and spin, kJ/mol: 403.68

```
24
Properties=species:S:1:pos:R:3:forces:R:3
C -0.245717 0.344212 0.472378 -1.2044 -3.4573 4.2447
C 0.850286 -0.227893 -0.266966 1.2023 3.5949 -4.1374
C 1.080417 1.196651 -1.533031 0.5190 -2.7626 1.2263
C -1.616812 0.520414 -0.138513 -0.1688 -0.2396 0.1128
C 0.675706 -1.497573 -1.070588 0.0094 0.0476 0.3597
N 1.582164 2.410771 -0.992487 0.0861 0.5417 0.4054
C -0.340449 -1.113137 1.811887 -1.3252 1.6254 -1.1908
C -1.252071 -2.086982 1.824712 0.2664 0.3630 -0.2184
O 0.119468 1.442597 1.249818 0.0393 0.0779 -0.0509
H -0.626835 1.666114 1.825183 0.2085 -0.1102 -0.1815
H 1.787337 -0.189609 0.287479 -0.1166 -0.0419 0.0851
H 0.838991 3.020256 -0.664819 0.1375 -0.2433 0.0044
H 2.171893 2.226954 -0.182322 -0.0945 0.1410 -0.3101
H 1.815479 0.733980 -2.190871 0.0519 0.0393 -0.1169
H 0.168719 1.348288 -2.109709 -0.1136 -0.1183 0.2409
H 0.309216 -0.993906 2.683072 0.1144 0.2993 -0.3078
H -1.808349 -0.176832 -0.953515 0.0303 0.0006 0.0499
H -2.378888 0.353880 0.629389 0.0673 0.0203 -0.1168
H -1.751369 1.538970 -0.514575 0.2065 -0.0799 -0.0430
H -0.250861 -1.496180 -1.647946 0.0660 -0.0194 0.0152
H 0.669765 -2.365381 -0.407082 -0.1146 -0.0072 -0.0516
H 1.511618 -1.629604 -1.763376 -0.0967 0.1337 0.0423
H -1.913057 -2.269073 0.977174 -0.0397 0.1669 0.1274
H -1.396650 -2.756920 2.674709 0.2692 0.0279 -0.1891
```
Forces are in eV/Å.

Atom charges from the Löwdin analysis, given in e for atoms 1 to 5: -0.49, -0.25, -0.18, -0.03, -0.08

---

(5)
Formula: C7H15NO2
Source: the Open Molecules 2025 dataset
Level of theory: wB97M-V/def2-TZVPD

Computed properties:
Gap between HOMO and LUMO, eV: 10.51
F_max, eV/Å: 1.1
SMILES: CC(C)C[C@@](C)(O)C(N)=O
Highest occupied orbital energy, eV: -9.763
Calculated total energy, eV: -13087.987
ΔE to the lowest compared entry with this formula, charge and spin, kJ/mol: 28.44

```
25
Properties=species:S:1:pos:R:3:forces:R:3
C -2.250559 0.353157 0.084482 -0.2441 0.2054 0.0451
C -1.288772 0.349772 -1.098649 -0.0143 -0.0748 -0.0645
C -1.357272 -0.968060 -1.871287 -0.1163 -0.0964 -0.1003
C 0.154856 0.788624 -0.775544 -0.4747 0.5343 -0.0898
C 1.020148 0.092154 0.301797 0.4611 0.0916 -0.3711
C 0.703856 -1.354583 0.664965 -0.1455 -0.3978 0.3332
O 2.383047 0.088027 -0.206296 -0.0925 -0.1222 -0.0824
C 1.056465 0.927353 1.608913 0.1439 0.4823 0.8382
N 2.252866 0.862079 2.277810 0.1026 -0.1005 -0.7113
O 0.109318 1.548422 2.071991 0.3001 -0.6840 -0.7726
H -3.282861 0.257989 -0.272280 0.1315 -0.0450 -0.0049
H -2.183782 1.289756 0.645256 0.0711 -0.1801 0.0076
H -2.075781 -0.476200 0.771995 0.0577 0.0857 0.0144
H -1.665650 1.115183 -1.793271 0.2011 -0.0165 0.1097
H -2.336194 -1.073717 -2.352162 0.1083 -0.0054 0.0796
H -0.599607 -1.001683 -2.661558 -0.0620 -0.0317 0.0642
H -1.222827 -1.838201 -1.225132 0.0162 0.0573 -0.0324
H 0.108272 1.859782 -0.528453 0.0596 -0.2726 0.1426
H 0.706166 0.773478 -1.726984 0.0238 -0.2573 0.2567
H -0.260245 -1.462630 1.165152 0.0076 0.0260 -0.1975
H 1.459072 -1.752627 1.354717 -0.0543 0.3462 -0.0925
H 0.737280 -2.004723 -0.213619 -0.1623 0.1824 -0.0301
H 2.391546 -0.501526 -0.981450 0.0191 0.3464 0.4655
H 3.061499 0.628538 1.708660 -0.2208 0.0197 0.3400
H 2.379160 1.499636 3.050947 -0.1170 -0.0930 -0.1475
```
Forces are in eV/Å.

Atom charges from the Löwdin analysis, given in e for atoms 1 to 5: -0.08, -0.42, -0.08, -0.09, -0.44

---

(6)
Formula: C7H15NO2S
Source: the Open Molecules 2025 dataset
Level of theory: wB97M-V/def2-TZVPD

Computed properties:
Gap between HOMO and LUMO, eV: 7.97
F_max, eV/Å: 4.5
Highest occupied orbital energy, eV: -7.877
Calculated total energy, eV: -23917.990
ΔE to the lowest compared entry with this formula, charge and spin, kJ/mol: 391.46

```
26
Properties=species:S:1:pos:R:3:forces:R:3
C 1.789350 1.380111 1.500808 2.3323 -0.9717 -0.8891
C -0.609526 -0.341313 0.425697 -0.3907 1.9442 4.0859
C 0.500291 -1.059079 0.063959 -0.4444 -0.2827 -2.4980
C 1.341768 -1.793308 1.039521 0.1846 -0.7017 -0.7831
C 0.678614 -1.516156 -1.358564 -0.4772 -1.2698 -2.0411
C -1.931743 0.503344 -1.467269 1.8798 1.2414 -1.4564
C -2.194643 1.537826 0.566658 -0.6377 0.9972 1.2229
N -1.533081 0.470089 -0.101951 -0.0955 -0.9279 -1.3107
O 3.052940 0.135162 -0.321548 -0.8360 0.6774 -0.7240
O 0.963513 1.356190 -1.086065 0.6950 0.7852 0.2921
S 1.797944 0.811707 -0.044511 0.7437 -0.4200 1.6009
H 0.863783 1.371425 1.943632 -2.3059 0.7476 0.6900
H 2.491757 0.784790 2.134129 -0.2228 0.7831 -0.9174
H -0.660213 -0.105674 1.550424 0.3378 -0.7702 -1.4039
H 2.393396 -1.813316 0.643175 -1.0665 -0.1702 0.5563
H 0.930859 -2.804362 1.143329 0.4006 0.0607 0.3570
H 1.292606 -1.218013 1.926329 0.2248 0.0043 1.3998
H 1.412892 -2.337823 -1.449365 -0.3365 0.3019 0.3605
H 1.044307 -0.772167 -2.067631 0.0088 0.2600 0.3093
H -0.245303 -1.904067 -1.887841 0.7430 0.2873 0.9521
H -1.393731 1.360449 -2.038417 -0.6849 -1.7070 0.7111
H -1.909293 -0.453597 -1.912923 0.8651 -0.8996 -0.7796
H -2.946266 0.702924 -1.477914 -2.2078 0.8118 -0.0623
H -2.183024 2.468812 0.007150 0.3579 -0.0681 -0.6597
H -3.266928 1.427476 0.818748 0.4206 -0.7267 -0.2243
H -1.680275 1.808558 1.450441 0.5117 0.0132 1.2115
```
Forces are in eV/Å.

Atom charges from the Löwdin analysis, given in e for atoms 1 to 5: -0.22, -0.09, -0.47, -0.08, -0.08